(1)
127
Properties=species:S:1:pos:R:3:forces:R:3:mulliken_charge:R:1 method="wB97M-V/def2-TZVPD" spin_multiplicity=1 homo_energy_ev=-8.10 largest_force_ha_per_bohr=0.0340 e_tot_ha=-2094.01903
C 2.26692 -5.82482 -2.92937 0.078 -0.550 -0.636 -1.133
C 1.77050 -5.93487 -1.51620 -0.715 -0.174 0.694 -0.576
N 0.32930 -5.65971 -1.36428 0.484 0.495 -0.082 0.693
C -0.02350 -5.61939 0.03649 -0.764 -0.682 0.648 -0.955
C -1.30907 -4.85388 0.35273 0.238 0.088 0.023 -1.049
C -0.51252 -6.60605 -2.09418 0.190 0.154 -0.227 -0.839
C -1.00408 -6.06092 -3.43149 -0.459 0.118 0.300 -1.086
H 3.34925 -5.95032 -2.97462 0.003 -0.016 0.072 0.432
H 2.01454 -4.90436 -3.45594 -0.086 0.198 0.330 -0.055
H 1.83748 -6.64823 -3.50950 0.104 0.088 -0.112 0.413
H 1.93737 -6.96068 -1.13316 0.290 0.017 -0.190 0.232
H 2.30817 -5.28185 -0.82629 0.006 0.212 -0.193 0.477
H -0.17994 -6.64787 0.42812 0.241 0.070 -0.033 0.316
H 0.77842 -5.21206 0.65225 0.171 0.215 -0.330 0.568
H -2.22683 -5.38983 0.10509 0.092 -0.095 -0.149 0.420
H -1.32473 -4.68100 1.43103 -0.151 0.144 -0.026 0.477
H -1.31676 -3.90039 -0.17390 0.001 0.022 0.093 0.030
H -1.38460 -6.81884 -1.47661 -0.014 -0.186 -0.011 0.485
H 0.03368 -7.55107 -2.24476 -0.090 -0.012 0.073 0.363
H -1.49467 -6.84486 -4.01220 0.182 -0.022 -0.108 0.429
H -0.20754 -5.58923 -3.99886 0.049 -0.159 -0.121 0.176
H -1.76759 -5.30010 -3.24185 0.123 0.073 -0.034 0.211
C -5.74210 4.43213 5.51806 0.226 0.010 0.190 -1.381
C -4.83985 3.53661 4.68186 0.201 0.063 0.025 -0.213
N -3.59731 4.19205 4.26464 -0.705 0.073 -0.078 0.064
C -2.72017 3.28918 3.55864 1.214 -0.928 0.846 -0.161
C -2.20062 2.13742 4.43966 0.090 0.035 -0.054 -1.364
C -3.78959 5.41324 3.49011 0.136 0.331 -0.069 -0.630
C -4.23542 5.25188 2.03741 0.062 -0.185 -0.131 -0.760
H -5.20789 4.77394 6.40805 0.076 0.031 -0.085 0.321
H -6.61439 3.88479 5.87578 -0.072 -0.011 -0.183 0.415
H -6.06402 5.31633 4.97218 -0.220 -0.064 0.003 0.334
H -4.53508 2.69619 5.30563 -0.134 -0.083 -0.061 0.360
H -5.38658 3.11777 3.81917 -0.062 0.047 0.039 0.225
H -3.10028 2.82157 2.64148 -0.251 0.420 -0.134 0.260
H -1.80555 3.84528 3.33303 -0.232 0.155 -0.504 0.164
H -2.95966 1.40910 4.72778 -0.059 0.094 0.027 0.412
H -1.43794 1.57970 3.88803 -0.052 0.063 -0.072 0.199
H -1.71814 2.53308 5.33614 -0.148 -0.022 0.063 0.361
H -2.84240 5.96161 3.53284 0.028 -0.053 -0.171 0.346
H -4.50632 6.07404 3.97738 0.025 -0.172 0.230 0.351
H -4.47218 6.23652 1.63074 -0.073 -0.067 -0.078 0.398
H -5.11299 4.60662 1.94952 -0.121 0.160 0.076 0.271
H -3.47415 4.79427 1.40429 0.107 0.064 0.073 -0.012
C -0.65879 4.39085 0.18083 0.180 -0.364 0.600 -0.679
O -1.24933 3.12211 0.46210 0.212 0.405 -0.153 -0.203
H -0.04553 4.34239 -0.72225 -0.266 0.224 -0.195 0.227
H -1.45929 5.12512 0.11982 0.059 0.077 -0.293 0.321
H 0.02155 4.69897 0.98664 -0.083 -0.011 0.002 0.202
H -0.61919 2.46377 0.13340 -0.234 -0.251 0.019 0.388
C 3.68137 -0.27004 3.64633 0.634 -0.226 0.130 -0.557
O 4.30236 0.61769 2.72066 -0.245 -0.005 0.113 -0.426
H 2.68975 0.11451 3.86091 -0.105 -0.043 -0.105 0.211
H 3.64051 -1.29510 3.26420 -0.290 0.092 -0.170 0.237
H 4.23568 -0.33853 4.59012 -0.048 0.238 -0.014 0.323
H 5.20770 0.33381 2.57182 0.010 -0.060 0.010 0.258
C 2.55967 3.04825 -2.21908 0.505 -0.308 -0.085 0.005
O 3.53682 3.98194 -1.76831 -0.439 -0.003 -0.104 -0.608
H 2.10051 2.52412 -1.37827 -0.209 0.090 -0.050 -0.219
H 1.80607 3.50353 -2.86903 -0.094 0.091 0.166 0.303
H 3.08025 2.29542 -2.81639 0.036 0.063 -0.002 0.191
H 3.11739 4.45938 -1.04257 0.225 -0.012 0.204 0.293
C 4.50644 -2.57290 -2.91094 -0.846 -0.167 -0.135 0.200
C 4.22751 -1.30603 -2.12014 0.202 0.419 -0.036 -0.223
C 3.91954 -1.87383 -0.74239 0.056 -0.020 -0.243 0.428
O 4.74795 -3.03527 -0.60637 0.211 0.332 0.285 -0.478
C 5.13739 -3.51342 -1.88651 -0.155 -0.178 -0.555 -0.450
H 5.03508 -2.44433 -3.85348 0.326 0.035 0.173 0.492
H 3.51125 -2.94903 -3.17646 0.153 -0.148 -0.077 -0.408
H 3.41060 -0.73867 -2.56906 -0.105 -0.063 0.179 -0.118
H 5.07310 -0.61563 -2.04351 0.133 -0.220 -0.105 0.296
H 2.87261 -2.18216 -0.65126 -0.017 0.100 -0.021 -0.479
H 4.16606 -1.14906 0.03419 -0.061 -0.195 0.219 0.273
H 4.74841 -4.52747 -2.00390 0.085 -0.045 -0.008 0.075
H 6.22408 -3.56695 -1.99839 0.044 0.180 0.336 0.274
C 3.66666 6.53100 2.60681 -0.480 -0.046 -0.361 -0.615
C 3.34453 5.23064 3.39242 0.254 0.331 -0.642 -0.519
C 3.29745 4.16827 2.28993 0.083 0.110 0.040 -0.222
O 2.84188 4.85933 1.13411 -0.176 0.201 -0.206 -0.121
C 3.47188 6.14030 1.12478 0.257 -0.333 0.171 -0.573
H 4.67293 6.90777 2.77286 0.022 -0.045 0.126 0.303
H 2.95289 7.31104 2.86829 0.136 0.084 0.102 0.251
H 2.36233 5.32162 3.84985 0.084 -0.056 0.247 0.290
H 4.12399 5.04629 4.12705 -0.208 -0.213 0.204 0.317
H 2.58631 3.36511 2.47140 0.088 -0.074 0.080 0.055
H 4.29115 3.73796 2.11435 -0.057 -0.023 -0.037 0.212
H 2.83731 6.82155 0.56079 -0.059 0.013 0.051 0.371
H 4.43243 6.05592 0.60032 0.007 0.060 0.075 0.318
C -6.05743 -1.69251 -0.55679 0.118 0.155 0.003 -0.444
C -5.02457 -2.82096 -0.83022 -0.588 0.009 0.615 -0.611
C -3.68118 -2.15479 -0.54871 -0.172 0.902 -0.493 0.372
O -3.90726 -0.75026 -0.74403 0.048 -0.197 0.093 -0.369
C -5.18415 -0.48044 -0.20272 -0.271 0.347 0.023 -0.525
H -6.73733 -1.91970 0.26383 0.025 -0.142 -0.031 0.278
H -6.66797 -1.49415 -1.43644 0.056 0.010 -0.036 0.221
H -5.12094 -3.19598 -1.84541 0.162 0.034 -0.065 0.365
H -5.21878 -3.64374 -0.14069 0.183 -0.135 -0.143 0.285
H -2.90701 -2.39624 -1.27398 0.141 -0.357 0.234 -0.340
H -3.35388 -2.30393 0.48476 0.133 -0.260 -0.039 0.200
H -5.54404 0.46067 -0.62185 0.050 -0.098 -0.157 0.317
H -5.13843 -0.31181 0.88399 0.169 -0.276 -0.018 0.268
C 0.07586 -1.32072 -0.00817 -0.286 0.664 0.531 1.632
C -0.18850 -0.59096 1.32120 -0.336 -0.085 -0.082 -1.033
C 0.71643 0.61828 1.19217 -0.070 0.037 0.962 0.040
O 0.47246 1.05000 -0.13508 0.120 0.052 0.027 -0.790
C 0.44610 -0.13637 -0.93419 0.546 -0.554 -0.015 0.485
H -0.82121 -1.81073 -0.37453 0.110 -0.235 0.025 -1.530
H 0.87724 -2.03627 0.16311 0.045 -0.070 -0.452 0.272
H -0.04363 -1.18961 2.22064 0.200 -0.059 -0.089 0.480
H -1.22270 -0.23386 1.32836 0.045 0.054 0.086 0.306
H 1.77923 0.40572 1.37717 -0.016 -0.229 -0.341 -0.055
H 0.45540 1.39618 1.91412 -0.162 0.234 -0.352 0.252
H 1.45330 -0.27356 -1.34112 -0.133 -0.055 -0.245 -0.585
H -0.27910 -0.02520 -1.73735 0.039 0.251 -0.030 0.300
C -0.64506 -1.19789 -5.07799 -1.025 0.047 -0.101 -0.598
C 0.52515 -0.86966 -5.98123 -0.173 0.491 -0.366 -0.754
C 1.64833 -0.92128 -4.94932 0.073 -0.142 -0.745 -0.353
O 1.33501 -2.03477 -4.13097 0.090 -0.003 0.439 -0.195
C -0.08687 -2.24098 -4.11913 0.277 0.441 0.126 0.374
H -1.60066 -1.49243 -5.52397 0.370 -0.281 -0.358 0.449
H -0.92648 -0.27660 -4.55508 0.279 -0.123 0.301 0.209
H 0.39778 0.09980 -6.46929 0.149 0.095 0.254 0.386
H 0.67993 -1.56478 -6.80902 0.029 -0.350 0.305 0.304
H 1.69466 0.00074 -4.35863 0.012 0.033 -0.019 0.144
H 2.60725 -1.10738 -5.43524 0.129 0.061 0.270 0.292
H -0.50868 -2.06424 -3.12468 0.232 -0.296 0.128 -0.323
H -0.21878 -3.28274 -4.40404 -0.435 0.034 -0.105 0.071


(2)
22
Properties=species:S:1:pos:R:3:forces:R:3:mulliken_charge:R:1 method="wB97M-V/def2-TZVPD" charge=-1 spin_multiplicity=1 homo_energy_ev=-3.46 largest_force_ha_per_bohr=0.0913 e_tot_ha=-744.94916 relative_energy_ev=2.768
C -2.18190 1.51860 0.54999 1.814 -0.751 -1.060 -1.212
C -2.05437 -0.22448 -1.45910 0.235 1.649 0.130 -1.216
C -1.56394 -0.90881 0.74259 -0.362 -1.220 -0.293 -1.029
C 2.59852 -1.54004 0.35679 1.617 2.686 3.497 -0.929
C -1.89044 0.13502 0.00254 -0.486 -0.663 -0.196 1.105
N 0.97571 0.90076 0.26857 1.132 -1.048 0.380 -0.669
O 2.87956 0.51514 -1.35703 -0.592 0.096 -1.493 -0.609
O 3.51226 1.01772 1.04018 -0.408 -1.348 -0.189 -0.827
P 2.47940 0.30444 0.18602 0.764 2.025 1.067 0.818
H -2.75846 2.09694 -0.15947 -0.034 0.328 -0.156 0.303
H -2.73700 1.39200 1.44104 -0.477 0.199 1.136 0.347
H -1.16231 1.95886 0.72875 -1.061 -0.044 -0.142 0.281
H -3.16230 -0.02816 -1.69234 1.563 -1.128 -0.294 0.269
H -1.47065 -1.15928 -1.60836 -1.569 0.063 -0.247 0.380
H -1.45121 0.45184 -2.06899 -0.264 0.515 -0.112 0.270
H -1.42246 -1.86142 0.17509 0.071 0.693 1.052 0.171
H 2.07653 0.95747 -1.69247 0.495 -0.082 -0.122 0.297
H -1.50517 -0.93092 1.81673 0.229 0.134 0.253 0.321
H 1.68597 -1.70661 0.84763 -1.306 -1.050 0.488 0.180
H 2.76913 -2.05898 -0.49082 0.132 -1.602 -2.922 0.372
H 3.44078 -1.74605 1.07214 -0.755 0.145 -0.570 0.279
H 0.94236 0.91598 1.30050 -0.738 0.405 -0.206 0.099


(3)
9
Properties=species:S:1:pos:R:3:forces:R:3:mulliken_charge:R:1 method="wB97M-V/def2-TZVPD" spin_multiplicity=1 homo_energy_ev="-8.13 / -8.55" largest_force_ha_per_bohr=0.0425 e_tot_ha=-8449.64499 relative_energy_ev=3.211
C -1.70107 0.11269 0.59415 1.120 0.567 0.766 -0.732
Si 1.52239 -0.07070 0.02181 -0.115 -1.157 0.414 0.534
S -2.26280 0.62847 -0.88001 0.701 -0.730 -1.938 -0.089
Br 2.66760 -1.35716 1.58025 -0.628 0.169 -0.709 -0.247
Br 2.67181 1.75568 0.14556 0.294 1.081 -0.046 -0.180
Br 1.84473 -0.81269 -2.11786 -0.248 0.027 0.612 -0.222
H -1.46977 -0.85043 0.93561 0.189 -1.403 -0.272 0.470
H -1.83235 0.79056 1.40066 -0.215 0.692 0.493 0.328
H -1.44054 -0.19643 -1.68016 -1.098 0.754 0.681 0.137